Entry 1:
Molecular formula: C7H7ClO
Method: DFT, ωB97M-V with the def2-TZVPD basis set

Structure (XYZ):
```
16
Properties=species:S:1:pos:R:3:forces:R:3
C 0.254 -1.525 -1.164 -1.3 0.1 0.5
C 0.591 -0.262 -1.775 0.2 -1.4 -0.4
C -0.101 -1.641 0.132 1.2 1.7 -1.2
C 0.763 0.797 -1.044 -0.7 2.8 2.1
C -0.134 -0.453 1.039 -0.4 -0.1 -1.6
C -1.253 0.576 0.822 1.2 -0.6 -0.2
C 0.312 0.868 0.354 -2.8 -2.2 -0.4
O 0.885 1.872 1.026 0.1 1.3 1.5
Cl -1.837 1.310 2.454 0.6 -0.4 -2.1
H 0.257 -2.414 -1.765 0.2 -0.3 -0.3
H 0.862 -0.221 -2.785 0.4 -0.2 -1.4
H -0.070 -2.624 0.470 -0.4 -1.4 1.2
H 1.187 1.781 -1.274 -0.1 -0.6 -0.8
H 0.258 -0.659 2.005 -0.2 0.2 1.0
H -2.066 0.358 0.061 1.1 0.4 1.3
H 0.090 2.238 1.445 0.8 0.8 0.6
```
Positions in Å, forces in eV/Å.

Computed properties:
Max |F|   3.57 eV Å⁻¹
Energy above the lowest of the compared OMol25 structures with the same formula, charge and spin   22.9 kcal per mole

Entry 2:
Molecular formula: C4H4N2O2
Method: DFT, ωB97M-V with the def2-TZVPD basis set

Structure (XYZ):
```
12
Properties=species:S:1:pos:R:3:forces:R:3
C -0.626 -0.249 0.185 -1.0 0.5 1.9
C -1.332 1.016 -0.248 1.0 1.9 2.8
C 0.805 0.157 -0.137 0.0 4.1 4.0
C 1.995 -0.684 -0.050 0.9 0.4 -2.1
H -1.750 -1.669 -0.817 1.5 -0.3 4.1
H -0.603 0.236 1.481 -0.3 -2.2 -3.6
H -2.519 1.001 -0.446 3.1 0.9 0.7
H 1.792 -1.820 -0.451 1.0 2.1 1.4
N -0.424 2.088 0.066 -1.5 -2.7 -2.1
N 0.961 1.650 0.161 -4.8 -6.4 -2.5
O -1.345 -1.668 0.210 0.8 4.1 -4.8
O 3.045 -0.057 0.047 -0.7 -2.4 0.2
```
Positions in Å, forces in eV/Å.

Computed properties:
Max |F|   8.40 eV Å⁻¹
Energy above the lowest of the compared OMol25 structures with the same formula, charge and spin   199.2 kcal per mole

Entry 3:
Molecular formula: C41H44ClIrN2P2S
Method: DFT, ωB97M-V with the def2-TZVPD basis set

Structure (XYZ):
```
92
Properties=species:S:1:pos:R:3:forces:R:3
Ir 0.243 0.007 -0.480 -0.8 0.1 -1.6
Cl -0.104 -0.131 -2.830 0.0 0.1 1.2
P 0.019 2.274 -0.323 -0.6 4.4 -0.2
P 0.000 -2.244 -0.159 -0.2 -4.2 -0.3
C 0.109 3.225 1.247 0.4 -0.6 0.2
C -1.537 2.968 -1.000 0.1 -0.6 0.1
C 1.418 2.899 -1.311 -0.2 -0.5 0.0
C 1.568 -3.142 -0.437 0.0 0.4 0.3
C -0.578 -3.049 1.375 -0.3 0.6 0.2
C -1.206 -2.803 -1.405 0.1 0.2 0.1
C 1.239 3.975 1.607 -0.1 -0.1 0.0
C 1.260 4.654 2.830 0.1 0.0 -0.2
C 0.190 4.537 3.717 0.1 -0.1 0.0
C -0.924 3.768 3.373 -0.1 0.0 -0.1
C -0.992 3.167 2.119 0.1 -0.3 0.2
H 2.088 4.051 0.928 -0.2 0.0 0.2
H 2.126 5.270 3.083 -0.3 -0.2 -0.1
H 0.221 5.049 4.680 0.0 -0.1 -0.3
H -1.753 3.647 4.075 0.2 0.2 -0.3
H -1.909 2.661 1.814 0.2 0.0 0.1
C 2.693 2.377 -1.059 0.3 0.2 -0.3
C 3.801 2.946 -1.694 -0.2 -0.4 0.3
C 3.616 3.975 -2.620 0.0 0.0 0.0
C 2.333 4.443 -2.920 -0.4 -0.1 0.1
C 1.222 3.900 -2.272 0.1 0.0 -0.2
H 2.792 1.507 -0.402 0.2 0.3 0.0
H 4.800 2.572 -1.469 -0.3 0.1 -0.1
H 4.478 4.407 -3.130 -0.2 -0.1 0.2
H 2.184 5.229 -3.662 0.1 -0.2 0.3
H 0.211 4.243 -2.493 0.3 0.0 0.0
C -1.951 4.273 -0.673 -0.1 0.0 0.1
C -3.108 4.793 -1.249 0.4 -0.1 0.1
C -3.855 4.020 -2.143 0.1 -0.1 0.0
C -3.466 2.714 -2.439 0.0 -0.1 0.0
C -2.319 2.183 -1.851 -0.1 0.0 -0.3
H -1.379 4.873 0.036 -0.2 -0.1 -0.3
H -3.414 5.808 -0.996 0.0 -0.3 -0.1
H -4.742 4.441 -2.609 0.1 -0.1 0.1
H -4.043 2.100 -3.132 0.1 0.2 0.2
H -2.003 1.164 -2.074 -0.3 0.4 0.0
C -1.831 -3.675 1.465 0.2 -0.1 0.0
C -2.196 -4.319 2.651 0.0 0.0 -0.2
C -1.358 -4.266 3.765 0.0 0.1 0.0
C -0.123 -3.618 3.684 0.1 -0.1 0.0
C 0.288 -3.057 2.479 -0.1 0.2 0.2
H -2.497 -3.701 0.603 0.1 0.0 0.2
H -3.138 -4.873 2.689 0.3 0.2 0.1
H -1.663 -4.742 4.697 0.1 0.1 -0.3
H 0.545 -3.590 4.550 -0.2 -0.1 -0.3
H 1.297 -2.652 2.378 -0.2 0.0 0.1
C 2.600 -2.452 -1.072 0.1 -0.4 -0.1
C 3.766 -3.132 -1.430 0.0 0.2 0.1
C 3.944 -4.463 -1.045 -0.1 0.2 -0.1
C 2.948 -5.131 -0.326 -0.3 0.2 0.0
C 1.750 -4.479 -0.028 0.1 0.1 0.0
H 2.469 -1.391 -1.287 0.2 -0.4 -0.2
H 4.530 -2.609 -2.006 -0.1 -0.2 0.3
H 4.868 -4.981 -1.298 -0.2 0.1 0.0
H 3.095 -6.161 0.002 0.0 0.3 -0.1
H 0.968 -4.996 0.528 0.2 0.1 -0.2
C -0.951 -3.951 -2.163 -0.1 0.1 0.1
C -1.931 -4.411 -3.044 0.0 0.1 0.1
C -3.124 -3.698 -3.196 0.1 -0.1 0.0
C -3.355 -2.530 -2.465 0.1 0.1 0.3
C -2.400 -2.086 -1.553 0.1 -0.2 -0.2
H -0.005 -4.477 -2.048 -0.3 0.0 -0.1
H -1.747 -5.326 -3.610 -0.1 0.3 0.1
H -3.878 -4.053 -3.898 0.2 0.1 0.2
H -4.277 -1.960 -2.592 0.2 -0.3 0.0
H -2.552 -1.172 -0.975 -0.2 -0.2 -0.1
H 2.805 -0.017 -2.757 -0.6 0.1 0.0
H 2.037 -0.033 -2.717 1.4 0.1 -0.3
C -2.334 -0.636 3.579 -0.1 -0.2 -0.5
N -1.171 -0.282 4.387 1.0 0.2 0.1
C -1.418 -0.278 5.829 -0.2 0.0 0.8
C -0.006 -0.033 3.819 -0.9 0.2 1.6
S -0.221 0.079 1.676 1.2 -0.1 -0.4
N 1.175 0.248 4.316 -0.9 -0.4 -0.3
C 1.558 0.212 5.725 0.6 0.0 1.0
C 2.281 0.592 3.421 0.0 0.1 -0.4
H -3.170 -0.803 4.258 0.1 0.0 -0.4
H -2.113 -1.548 3.015 -0.3 0.2 0.1
H -2.565 0.199 2.910 -0.2 -0.2 0.0
H -0.941 -1.140 6.316 -0.2 0.3 -0.1
H -1.089 0.664 6.282 -0.1 -0.3 -0.1
H -2.499 -0.365 5.972 0.4 0.1 0.1
H 2.368 -0.517 5.853 -0.2 0.1 -0.1
H 1.967 1.194 5.990 -0.2 -0.1 0.0
H 0.753 -0.033 6.421 0.4 0.1 -0.5
H 2.441 -0.217 2.708 0.1 0.0 0.0
H 2.047 1.520 2.898 0.2 0.0 0.0
H 3.181 0.724 4.012 0.0 0.0 0.0
```
Positions in Å, forces in eV/Å.

Computed properties:
Max |F|   4.46 eV Å⁻¹
Spin multiplicity   6
Expectation value of S²   8.781
Energy   -90955.2558 eV
Charge   +3

Entry 4:
Molecular formula: C2H10NO
Method: DFT, ωB97M-V with the def2-TZVPD basis set

Structure (XYZ):
```
14
Properties=species:S:1:pos:R:3:forces:R:3
C -0.861 0.290 1.508 0.4 -0.3 0.2
C -0.667 1.006 0.183 -0.7 1.0 0.8
N -0.630 0.101 -1.014 0.4 -0.1 -0.5
H -1.790 -0.301 1.564 0.3 0.3 -0.1
H -0.904 1.086 2.270 0.0 -0.5 -0.2
H -0.009 -0.372 1.737 -0.3 0.2 0.0
H 0.267 1.600 0.195 -0.5 -0.4 -0.2
H -1.514 1.712 0.083 0.5 -0.4 -0.4
H -1.424 -0.567 -1.082 0.5 0.5 0.2
H 0.254 -0.445 -0.972 -0.4 -0.1 -0.3
H -0.615 0.680 -1.878 0.0 -0.6 0.5
O 2.341 -1.873 -0.883 0.3 1.3 0.1
H 2.610 -1.333 -0.105 0.0 -0.7 -0.7
H 2.942 -1.583 -1.606 -0.5 -0.4 0.7
```
Positions in Å, forces in eV/Å.

Computed properties:
Max |F|   1.50 eV Å⁻¹
Energy above the lowest of the compared OMol25 structures with the same formula, charge and spin   9.9 kcal per mole
Charge   +1

Entry 5:
Molecular formula: C16H16N3OS2Ti
Method: DFT, ωB97M-V with the def2-TZVPD basis set

Structure (XYZ):
```
39
Properties=species:S:1:pos:R:3:forces:R:3
Ti -0.576 0.007 -1.117 0.1 -0.6 0.1
C 0.382 -4.796 -2.654 0.1 0.1 0.0
S 1.743 -3.610 -2.537 0.0 0.1 0.1
C 0.999 -2.089 -2.383 0.2 -0.3 0.0
S -0.797 -1.955 -2.204 0.0 0.3 0.1
N 1.769 -1.026 -2.436 -0.4 0.2 0.1
N 1.025 0.102 -2.265 0.2 0.2 0.0
C 1.350 1.265 -2.727 -0.1 -0.1 0.0
C 0.339 2.310 -2.569 0.0 -0.1 -0.2
C 0.451 3.552 -3.148 -0.1 -0.1 0.2
C -0.637 4.434 -3.058 0.0 0.0 0.0
C -1.786 4.027 -2.409 0.0 0.0 0.0
C -1.835 2.753 -1.851 -0.1 0.1 0.0
N -0.804 1.904 -1.920 0.2 0.2 -0.2
H 0.895 -5.755 -2.724 0.0 0.0 0.0
H -0.198 -4.632 -3.558 0.0 0.0 0.0
H -0.226 -4.791 -1.753 0.0 0.0 0.0
H 2.282 1.412 -3.268 0.0 0.0 0.0
H 1.355 3.839 -3.670 0.0 0.0 0.0
H -0.571 5.418 -3.506 0.0 0.0 0.0
H -2.650 4.672 -2.329 0.0 0.0 0.0
H -2.734 2.413 -1.345 0.0 0.0 0.0
C 2.158 -0.100 1.679 0.0 0.0 0.1
C 0.685 -0.274 1.726 -0.1 0.0 -0.2
O 0.093 -0.198 0.531 -0.2 0.1 0.0
C -0.092 -0.503 2.857 0.2 0.0 0.2
C -1.498 -0.719 2.802 -0.1 0.0 -0.1
C -2.202 -0.960 3.949 0.0 0.0 0.0
C -1.529 -0.990 5.181 0.0 0.0 0.0
C -0.152 -0.781 5.272 0.0 0.0 -0.1
C 0.564 -0.541 4.126 0.0 0.0 0.0
H 2.496 0.052 0.657 0.0 0.0 0.0
H 2.652 -0.986 2.085 0.0 0.0 0.0
H 2.461 0.754 2.290 0.0 0.0 0.0
H -2.019 -0.710 1.853 0.0 0.0 0.0
H -3.268 -1.130 3.917 0.0 0.0 0.0
H -2.097 -1.184 6.083 0.0 0.0 0.0
H 0.338 -0.809 6.235 0.0 0.0 0.0
H 1.631 -0.375 4.190 0.0 0.0 0.0
```
Positions in Å, forces in eV/Å.

Computed properties:
Max |F|   0.58 eV Å⁻¹
Energy   -68127.0742 eV
Charge   +3

Which value of max |F| does entry 4 give?
1.50 eV Å⁻¹

Number 3 is which compound?
C41H44ClIrN2P2S

What is the formula in the fourth record?
C2H10NO